# 1
C28H47Br2F9GeO10S3SeSiSn as an isolated structure. Source: the OMol25 dataset; level of theory: the ωB97M-V functional and the def2-TZVPD basis.

Each line ends with the Mulliken charge.
Cartesian coordinates (Å):
Sn1 -0.767 -0.550 0.042  1.1104
Br1 -5.907 2.115 1.243  -0.1959
Br2 -3.792 4.310 2.236  -0.1966
Se1 -0.537 1.580 2.671  -0.0782
Ge1 2.134 1.645 4.632  0.5747
S1 2.287 0.930 -0.296  -0.7786
S2 -3.358 -1.126 1.892  1.1220
S3 -2.838 -3.120 -1.004  1.5665
Si1 3.013 -0.759 -1.176  -1.7487
F1 -0.344 -0.272 -3.080  0.3801
F2 -3.030 3.388 -1.686  -0.2872
F3 -3.350 2.502 -3.641  -0.3138
F4 -1.045 1.101 -4.603  -0.3443
F5 -2.445 -0.170 -3.570  -0.3355
F6 -0.882 3.625 -3.539  -0.3261
F7 0.707 2.302 -2.921  -0.1202
F8 -0.306 3.516 -1.460  -0.2100
F9 -3.860 1.411 -1.851  -0.1729
O1 2.047 -2.054 -0.823  0.9399
O2 -3.192 -3.719 -2.270  -0.8122
O3 -2.081 -3.951 -0.104  -0.6857
O4 -2.229 -1.773 -1.206  -0.5531
O5 3.092 -0.780 -2.832  0.9094
O6 -2.338 -2.085 2.250  -0.7528
O7 4.599 -1.144 -0.770  0.2513
O8 -1.378 1.145 -1.048  0.2232
O9 -2.833 -0.120 0.934  -0.3047
O10 -4.055 -0.490 2.988  -0.8288
C1 6.422 -2.095 0.369  -1.9281
C2 1.951 -3.361 -1.403  1.9108
C3 -0.483 2.782 -2.557  -0.0823
C4 5.215 -1.170 0.509  1.9089
C5 1.035 -3.301 -2.623  -1.0477
C6 5.678 0.239 0.873  -1.6264
C7 -6.799 -3.225 -0.291  -0.5643
C8 3.079 0.133 -4.999  -1.6198
C9 -4.109 2.429 1.865  0.6245
C10 -1.521 1.637 -2.286  2.1010
C11 0.097 3.118 1.674  -0.4970
C12 -4.629 -1.995 0.959  -0.1419
C13 -4.419 -2.773 -0.192  -0.2833
C14 3.923 -0.077 -3.746  1.9161
C15 -1.341 0.554 -3.405  -0.5720
C16 1.342 -4.253 -0.326  -1.4462
C17 4.269 -1.710 1.582  -0.9556
C18 1.136 1.479 6.308  -1.2314
C19 5.135 -0.955 -4.055  -1.6919
C20 -7.003 -2.451 0.836  -0.6310
C21 1.161 0.786 3.185  0.4898
C22 -2.961 2.235 -2.377  0.1724
C23 -5.920 -1.841 1.452  -0.6117
C24 3.330 -3.888 -1.794  -1.5747
C25 4.378 1.270 -3.190  -1.2541
C26 3.867 0.740 4.805  -1.0523
C27 2.441 3.552 4.304  -1.2341
C28 -5.516 -3.376 -0.798  -0.6636
H1 1.452 -2.626 -3.370  -0.1174
H2 4.804 -1.911 -4.471  0.2919
H3 3.518 1.883 -2.918  0.0831
H4 1.984 -4.258 0.559  0.2957
H5 3.717 -0.322 5.011  0.3533
H6 -0.736 3.417 1.039  0.1420
H7 6.194 0.234 1.838  0.4789
H8 0.352 -3.893 -0.044  0.0784
H9 1.013 0.430 6.585  0.3513
H10 4.422 0.825 3.868  0.1631
H11 1.496 4.097 4.332  0.3064
H12 -3.424 2.105 1.093  -0.8391
H13 0.927 2.812 1.041  0.0479
H14 3.398 -1.059 1.686  -0.0843
H15 4.983 1.130 -2.290  0.1231
H16 -3.955 1.859 2.770  0.3960
H17 5.796 -0.467 -4.779  0.4902
H18 6.983 -2.149 1.306  0.3776
H19 -5.337 -3.959 -1.690  0.5398
H20 3.232 -4.899 -2.197  0.5630
H21 4.789 -1.767 2.542  0.6092
H22 6.367 0.609 0.108  0.2801
H23 2.902 3.709 3.328  0.3594
H24 3.914 -2.707 1.310  0.0313
H25 4.466 1.169 5.611  0.4239
H26 3.793 -3.248 -2.546  0.0449
H27 5.688 -1.149 -3.134  0.0799
H28 -6.054 -1.222 2.327  0.5977
H29 3.987 -3.919 -0.921  0.1888
H30 0.047 -2.941 -2.333  -0.0429
H31 3.099 3.959 5.075  0.4195
H32 4.818 0.908 0.916  0.1873
H33 0.376 3.936 2.333  0.4010
H34 0.912 -4.296 -3.060  0.5639
H35 0.143 1.915 6.187  0.3556
H36 0.902 -0.231 3.497  0.4917
H37 7.082 -1.724 -0.419  0.3371
H38 1.764 0.701 2.274  -1.0664
H39 1.236 -5.278 -0.691  0.3976
H40 -7.999 -2.311 1.239  0.3723
H41 6.092 -3.100 0.095  0.3620
H42 4.977 1.793 -3.942  0.5200
H43 2.733 -0.831 -5.378  0.3227
H44 -7.632 -3.706 -0.789  0.3669
H45 3.660 0.635 -5.779  0.3866
H46 2.205 0.740 -4.759  0.1421
H47 1.649 1.995 7.122  0.3807

Properties
Net charge ... -2
ΔE to the lowest compared entry with this formula, charge and spin ... 6.3 kJ/mol
Multiplicity ... 1
HOMO-LUMO gap ... 6.69 eV
E_HOMO ... -2.76 eV

# 2
C28H47BrMgN2OP2 as an isolated structure at a distorted geometry. Source: the OMol25 dataset; level of theory: the ωB97M-V functional and the def2-TZVPD basis.

Each line ends with the Mulliken charge.
Cartesian coordinates (Å):
Br1 1.993 -0.850 1.167  -0.4154
P1 -0.561 -2.020 -1.025  0.1546
P2 6.138 -0.905 -1.060  0.3053
Mg1 0.074 0.211 0.093  0.6939
O1 -1.105 0.593 1.646  -0.3738
N1 -2.165 0.258 3.623  0.1604
N2 -7.171 5.673 -6.855  -0.5609
C1 -4.838 3.634 -3.930  -0.4902
C2 0.576 -2.559 -2.360  -0.2191
C3 -0.827 1.029 -2.764  -0.1348
C4 -1.598 -4.442 0.197  -1.2847
C5 -2.230 -2.114 -1.762  -0.6359
C6 -0.455 -3.433 0.150  -0.5484
C7 -2.244 1.815 -0.965  -0.2036
C8 -3.114 2.409 -1.895  -0.6984
C9 5.010 -1.727 0.135  0.3020
C10 -1.136 1.136 -1.424  -0.6271
C11 5.306 -1.351 -2.645  0.0693
C12 5.713 -2.065 1.446  -1.2076
C13 -3.284 -1.572 -0.791  -1.1692
C14 -2.844 2.316 -3.280  1.3510
C15 5.578 0.846 -0.913  -0.4463
C16 5.993 -2.510 -3.371  -1.1929
C17 0.066 -2.544 -3.800  -1.4079
C18 -5.674 4.316 -4.922  0.3963
C19 -5.999 3.702 -6.153  -0.4673
C20 -1.637 -0.186 2.492  0.1382
C21 -1.693 1.612 -3.702  -0.7967
C22 -6.785 4.418 -7.073  -0.3216
C23 -6.122 5.638 -4.702  -0.4310
C24 -3.719 2.943 -4.246  -0.3211
C25 -2.802 -0.656 4.565  -0.8106
C26 6.670 1.819 -1.370  -1.1880
C27 -6.850 6.284 -5.714  -0.3069
C28 -2.078 1.685 3.943  -0.7836
H1 -2.568 1.824 4.906  0.3148
H2 -0.441 -3.480 -4.056  0.3905
H3 0.480 -3.944 -0.117  0.6293
H4 -2.863 -0.906 -0.027  0.0886
H5 7.667 1.475 -1.067  0.3641
H6 -0.271 -2.996 1.144  0.3067
H7 -1.780 -4.894 -0.785  0.3049
H8 7.087 -2.436 -3.311  0.3674
H9 -3.808 -2.382 -0.277  0.3644
H10 4.165 -1.035 0.314  -0.5995
H11 -1.025 1.999 4.012  0.3017
H12 -1.654 -1.279 2.319  0.3375
H13 -2.535 -4.002 0.561  0.2380
H14 -3.652 -1.167 4.093  0.3325
H15 5.327 1.000 0.145  0.4903
H16 6.667 1.954 -2.457  0.3279
H17 -0.615 -1.715 -4.016  0.2847
H18 -5.864 6.170 -3.784  0.3700
H19 -4.036 -0.984 -1.331  0.3338
H20 -1.488 1.520 -4.770  0.3783
H21 -7.167 7.320 -5.578  0.3618
H22 0.070 0.510 -3.108  0.5556
H23 4.261 -1.596 -2.405  -0.2259
H24 -7.087 3.947 -8.010  0.3560
H25 -3.151 -0.070 5.417  0.2573
H26 6.725 -2.444 1.260  0.4130
H27 5.712 -2.493 -4.431  0.3732
H28 -5.156 3.754 -2.889  0.3294
H29 -2.198 -1.493 -2.668  0.3626
H30 4.664 0.957 -1.515  0.3097
H31 -2.589 2.291 3.180  0.2687
H32 5.688 -3.481 -2.964  0.3263
H33 -2.084 -1.414 4.901  0.3410
H34 1.447 -1.894 -2.259  -0.1269
H35 4.609 -2.626 -0.352  0.4880
H36 5.143 -2.833 1.979  0.3461
H37 -1.322 -5.252 0.885  0.4220
H38 -3.995 2.938 -1.540  0.2677
H39 -3.412 2.890 -5.296  0.4359
H40 6.497 2.802 -0.919  0.3537
H41 5.778 -1.195 2.110  0.3333
H42 5.329 -0.438 -3.259  0.4687
H43 -2.480 1.913 0.092  0.4513
H44 -2.413 -3.163 -2.048  0.6426
H45 0.926 -2.445 -4.471  0.3743
H46 0.906 -3.569 -2.076  0.6194
H47 -5.667 2.693 -6.388  0.4413

Properties
Net charge ... +2
ΔE to the lowest compared entry with this formula, charge and spin ... 0.0 kJ/mol
Multiplicity ... 1
HOMO-LUMO gap (alpha / beta) ... 4.05 / 4.55 eV
E_HOMO (alpha / beta) ... -12.89 / -12.65 eV

# 3
A 3-piece molecular cluster, C28H47BrN2O3S overall at a distorted geometry. Source: the OMol25 dataset; level of theory: the ωB97M-V functional and the def2-TZVPD basis.

Each line ends with the Mulliken charge.
Cartesian coordinates (Å):
Br1 6.212 -3.196 -1.772  -0.1130
S1 1.000 -4.615 -0.630  -0.2059
O1 -1.014 -2.746 -0.068  -0.7042
O2 3.224 0.390 -3.786  -0.5399
O3 3.334 -4.292 -2.556  -0.5123
N1 -5.202 2.581 -3.441  0.1285
N2 3.460 -1.094 3.966  0.2114
C1 -3.763 3.164 -1.402  -0.6937
C2 3.223 -2.331 3.246  -0.5505
C3 -5.748 3.905 -3.673  -0.3096
C4 -2.391 -0.538 1.470  -0.8111
C5 4.597 -2.342 -2.231  -0.2296
C6 -4.875 2.333 -2.048  -0.8070
C7 -6.329 4.085 -5.068  -1.4283
C8 -1.223 0.193 -0.691  -0.0983
C9 -4.217 2.126 -4.408  -0.7300
C10 -0.104 -0.762 -1.091  0.0124
C11 6.017 -1.269 4.090  -0.9984
C12 -2.492 -0.365 -0.041  -0.5875
C13 1.076 -2.920 -1.149  0.5339
C14 4.553 -1.061 -2.557  -0.6584
C15 0.984 1.262 -2.207  -1.7583
C16 3.253 -0.454 -2.930  -0.0056
C17 -2.941 2.962 -4.592  -0.6963
C18 3.706 -2.134 6.296  -1.0626
C19 -0.585 0.393 2.929  -1.1550
C20 2.132 -2.359 -1.861  1.0865
C21 3.066 -1.095 5.364  -0.6627
C22 1.786 -2.819 3.341  -1.0330
C23 0.968 -0.204 -1.834  -0.1120
C24 4.755 -0.503 3.673  -0.6852
C25 3.344 -3.138 -2.251  -0.1008
C26 -0.014 -2.117 -0.769  0.4833
C27 2.069 -0.999 -2.199  0.6037
C28 -1.904 0.714 2.235  -0.4860
H1 -6.773 5.078 -5.153  0.4333
H2 -1.793 1.588 1.599  0.2880
H3 5.427 -0.429 -2.582  0.5135
H4 -0.137 1.249 3.428  0.4526
H5 1.093 -2.058 2.978  -0.0324
H6 0.022 1.735 -2.070  -0.0096
H7 1.258 1.399 -3.239  0.5614
H8 -4.633 1.272 -1.935  0.4079
H9 0.114 -0.031 2.211  0.0847
H10 4.784 0.496 4.116  0.3693
H11 -3.322 0.316 -0.217  -0.1575
H12 -3.378 -0.789 1.854  0.5356
H13 -5.009 4.704 -3.496  0.2537
H14 1.981 -1.222 5.407  0.2112
H15 -3.150 4.033 -4.615  0.2362
H16 4.706 -1.841 6.612  0.2836
H17 -5.790 2.481 -1.465  0.3386
H18 -0.751 -0.368 3.688  0.3530
H19 -5.568 4.005 -5.845  0.3016
H20 6.202 -1.198 5.161  0.2350
H21 -3.804 3.049 -0.316  0.3733
H22 4.799 -0.341 2.591  0.3873
H23 6.887 -0.841 3.587  0.4017
H24 -6.551 4.063 -2.949  0.4421
H25 1.662 -3.714 2.728  0.4177
H26 5.970 -2.323 3.817  0.2749
H27 -1.525 0.698 -1.604  0.1795
H28 3.241 -0.094 5.766  0.4707
H29 -4.711 2.043 -5.378  0.3756
H30 3.891 -3.145 3.569  0.1849
H31 3.450 -2.148 2.191  0.5695
H32 2.301 -4.839 -0.416  0.1688
H33 1.503 -3.085 4.360  0.3739
H34 -3.862 4.228 -1.618  0.4089
H35 -0.776 0.977 -0.084  0.4448
H36 -3.940 1.100 -4.151  0.3389
H37 -2.629 0.957 3.009  0.3940
H38 -2.209 2.774 -3.808  0.0241
H39 -7.106 3.346 -5.265  0.3330
H40 -0.636 -3.164 0.716  0.2901
H41 3.769 -3.119 5.832  0.2496
H42 -2.466 2.702 -5.540  0.3965
H43 -2.774 2.834 -1.719  -0.0861
H44 1.684 1.778 -1.552  0.3602
H45 3.103 -2.236 7.200  0.3959
H46 -1.748 -1.366 1.739  0.2181
H47 -2.765 -1.310 -0.497  0.6277

Properties
SMILES string ... CCCCCc1c(C)c2c(c(S)c1O)C(=O)C(Br)=CC2=O.CCN(CC)CC.CCN(CC)CC
Net charge ... 0
Multiplicity ... 1
HOMO-LUMO gap ... 7.19 eV
E_HOMO ... -8.24 eV

# 4
C28H47BrN2OP2Pt as an isolated structure at a distorted geometry. Source: the OMol25 dataset; level of theory: the ωB97M-V functional and the def2-TZVPD basis.

Each line ends with the Löwdin spin population.
Cartesian coordinates (Å):
Pt1 0.011 0.428 -1.913  0.3901
Br1 0.834 3.437 -3.504  0.1909
P1 -0.476 -1.574 -0.857  0.1217
P2 2.315 0.406 -1.976  0.1281
O1 1.315 0.079 1.569  0.2639
N1 1.211 0.455 3.821  0.4786
N2 -5.327 -1.507 3.870  0.7405
C1 -2.159 -1.896 -0.121  0.0192
C2 2.543 0.463 -3.800  0.0258
C3 -0.387 -2.700 -2.275  0.0392
C4 -3.919 0.439 3.734  0.0824
C5 -0.704 3.285 -1.011  0.0953
C6 -2.786 2.050 -0.839  0.2511
C7 -5.860 -1.205 2.688  0.0781
C8 -4.375 -0.714 4.375  0.0777
C9 -4.323 0.632 2.394  0.0106
C10 3.476 -0.722 -1.142  0.0139
C11 0.480 -2.393 0.481  0.0326
C12 -3.527 1.444 1.472  0.1887
C13 1.812 -3.070 0.232  0.0029
C14 -2.744 1.737 -2.217  0.0287
C15 0.732 0.545 2.564  -0.0282
C16 -5.469 -0.081 1.948  0.1008
C17 2.486 1.802 -0.747  0.0317
C18 -2.334 -2.513 1.287  0.0030
C19 -1.516 1.818 -2.850  0.0979
C20 -0.377 2.479 -2.164  0.1691
C21 0.902 1.533 4.746  0.0659
C22 4.913 -0.232 -1.261  0.0067
C23 3.940 0.429 -4.431  0.0100
C24 3.413 2.895 -1.235  0.0119
C25 -3.640 1.339 0.107  -0.0345
C26 2.359 -0.408 4.121  0.0623
C27 -1.879 3.070 -0.369  0.0169
C28 -1.208 -2.179 -3.444  0.0054
H1 5.139 0.094 -2.285  0.0002
H2 4.620 1.139 -3.932  -0.0001
H3 2.005 1.353 -4.165  0.0013
H4 -0.148 -3.151 0.945  0.0034
H5 -6.646 -1.848 2.284  0.0154
H6 -2.151 3.658 0.500  -0.0003
H7 -3.235 1.137 4.228  0.0063
H8 -1.795 -3.461 1.415  0.0002
H9 -2.199 -2.641 -3.476  0.0001
H10 1.104 2.508 4.282  0.0321
H11 -0.742 -3.682 -1.945  0.0074
H12 -0.713 -2.398 -4.396  0.0003
H13 2.080 -1.467 4.057  0.0245
H14 2.811 1.333 0.195  0.0024
H15 4.459 2.554 -1.229  0.0004
H16 -3.393 -2.746 1.478  0.0004
H17 -2.860 2.165 1.946  0.0088
H18 1.768 -4.082 0.672  0.0006
H19 5.117 0.584 -0.556  0.0000
H20 -3.589 1.367 -2.781  0.0004
H21 -1.372 1.702 -3.922  0.0055
H22 2.621 -2.555 0.769  0.0012
H23 1.532 1.403 5.626  0.0003
H24 3.141 -0.746 -0.096  0.0005
H25 2.652 -0.178 5.147  0.0004
H26 -4.357 0.596 -0.302  -0.0031
H27 -6.035 0.203 1.046  0.0079
H28 -2.014 -1.824 2.083  0.0002
H29 0.643 -1.614 1.221  0.0081
H30 -0.255 1.056 2.482  -0.0032
H31 4.350 -0.596 -4.430  0.0001
H32 0.666 -2.811 -2.551  0.0001
H33 -2.696 -2.545 -0.827  0.0014
H34 2.073 -3.155 -0.829  0.0006
H35 -1.357 -1.089 -3.412  0.0032
H36 3.099 3.251 -2.228  0.0027
H37 -0.015 4.058 -0.698  0.0040
H38 3.198 -0.211 3.441  0.0310
H39 -2.645 -0.914 -0.109  0.0009
H40 -0.157 1.503 5.026  0.0270
H41 3.315 3.738 -0.538  0.0022
H42 3.323 -1.724 -1.557  0.0007
H43 1.470 2.186 -0.535  0.0052
H44 1.983 -0.429 -4.140  0.0030
H45 5.589 -1.057 -1.014  0.0012
H46 -3.951 -0.963 5.346  0.0145
H47 3.837 0.730 -5.488  0.0016

Properties
Net charge ... +4
Multiplicity ... 5
HOMO-LUMO gap (alpha / beta) ... 5.82 / 4.31 eV
E_HOMO (alpha / beta) ... -17.90 / -19.91 eV

Number 1: M 1269.0 g mol⁻¹, DFT total energy -14071.5188 Ha. Number 2: M 593.9 g mol⁻¹, DFT total energy -4736.1232 Ha. Number 3: M 571.7 g mol⁻¹, DFT total energy -4402.4790 Ha. Number 4: M 764.6 g mol⁻¹, DFT total energy -4654.1455 Ha.